Entry 1:
{"formula": "C22H32Br12F2N3OS2", "method": "ωB97M-V with the def2-TZVPD basis set", "charge": 1, "energy_ev": -897456.165, "species": ["Br", "Br", "Br", "Br", "Br", "Br", "Br", "Br", "Br", "Br", "Br", "Br", "S", "S", "F", "F", "O", "N", "N", "N", "C", "C", "C", "C", "C", "C", "C", "C", "C", "C", "C", "C", "C", "C", "C", "C", "C", "C", "C", "C", "C", "C", "H", "H", "H", "H", "H", "H", "H", "H", "H", "H", "H", "H", "H", "H", "H", "H", "H", "H", "H", "H", "H", "H", "H", "H", "H", "H", "H", "H", "H", "H", "H", "H"], "coordinates": [[-9.177, -2.459, 0.428], [4.861, 1.060, 9.096], [3.485, 1.159, 5.095], [5.986, -1.472, -1.221], [0.969, 1.652, 6.981], [-7.770, 0.348, -0.083], [-7.396, -1.123, 2.708], [6.425, -4.443, -0.181], [6.225, -3.885, -3.305], [0.944, 2.706, 3.986], [2.855, 0.420, 11.480], [3.685, -1.875, 9.436], [-0.144, -0.220, -4.954], [0.829, 2.372, -3.842], [-1.640, 0.071, 2.725], [-4.607, -1.233, -0.409], [5.225, 0.175, -5.274], [2.431, 0.558, -5.000], [-2.259, 3.310, 0.332], [-2.451, -0.382, -0.098], [-2.898, 0.999, 0.288], [-0.521, -0.897, -3.307], [3.360, 0.006, 9.674], [-3.719, -1.669, 1.758], [-3.458, -1.465, 0.287], [4.707, 1.483, -5.255], [-1.144, -0.801, 0.524], [-2.002, 2.039, 0.071], [-0.653, -0.069, 1.769], [3.253, 1.571, -5.700], [-2.413, -0.422, -1.638], [-1.162, 0.120, -2.337], [-7.663, -1.351, 0.814], [-4.155, 1.278, 0.795], [0.504, -0.860, 2.355], [-4.426, 2.601, 1.074], [-3.466, 3.570, 0.824], [1.167, 0.973, -4.576], [3.186, -0.143, -3.960], [4.392, -0.772, -4.622], [2.032, 2.335, 5.531], [6.774, -3.192, -1.595], [2.930, 2.592, -5.499], [0.397, -1.304, -2.892], [-0.276, 0.924, 1.537], [0.957, -0.290, 3.160], [7.843, -3.044, -1.640], [5.302, 2.090, -5.932], [-0.336, -0.728, -0.196], [-3.693, 4.606, 1.030], [1.251, -1.071, 1.592], [-0.382, 0.464, -1.667], [-3.025, -2.379, -0.117], [-3.275, 0.155, -1.953], [2.570, -0.946, -3.554], [-3.818, -0.764, 2.343], [3.163, 1.403, -6.772], [-6.789, -1.854, 0.428], [2.457, 3.274, 5.855], [4.949, -1.377, -3.911], [3.448, 0.524, -3.132], [-2.935, -2.269, 2.208], [4.806, 1.939, -4.266], [-1.021, 1.827, -0.322], [-1.195, -1.721, -3.528], [0.147, -1.806, 2.760], [4.000, -1.447, -5.389], [-4.900, 0.521, 0.963], [-2.607, -1.441, -1.964], [-5.392, 2.883, 1.461], [-4.648, -2.230, 1.843], [-1.440, 0.990, -2.924], [-1.184, -1.862, 0.764], [2.527, 0.268, 9.039]], "lowdin_charge": [0.624, 0.556, 0.581, 0.587, 0.612, 0.606, 0.601, 0.582, 0.613, 0.591, 0.583, 0.571, 0.892, 0.760, 0.010, 0.034, -0.104, -0.209, 0.116, -0.071, -0.146, -0.468, -1.669, 0.005, -0.317, -0.196, -0.045, -0.087, -0.376, -0.147, -0.060, -0.250, -1.661, -0.002, -0.010, -0.013, -0.099, -1.063, -0.168, -0.197, -1.624, -1.630, 0.089, 0.065, 0.118, 0.052, -0.026, 0.133, 0.129, 0.119, 0.099, 0.077, 0.161, 0.144, 0.117, 0.080, 0.129, -0.062, -0.023, 0.019, 0.125, 0.099, 0.124, 0.113, 0.069, 0.097, 0.133, 0.071, 0.128, 0.118, 0.078, 0.075, 0.140, -0.101]}



Entry 2:
{"formula": "C10H16O", "method": "ωB97M-V with the def2-TZVPD basis set", "e_above_lowest_kcal_mol": 96.55, "energy_ev": -12673.538, "smiles": "Cc1ccc(O)cc1.CCC", "species": ["O", "C", "C", "C", "C", "C", "C", "C", "C", "C", "C", "H", "H", "H", "H", "H", "H", "H", "H", "H", "H", "H", "H", "H", "H", "H", "H"], "coordinates": [[-2.704, 0.441, -1.515], [-1.865, -0.073, -0.548], [-0.698, -1.156, 1.667], [2.336, 1.319, -1.361], [-2.038, 0.639, 0.645], [-1.164, -1.281, -0.697], [-0.651, -1.908, 0.432], [-1.464, 0.017, 1.845], [1.720, 0.421, -0.250], [1.132, 1.947, -2.147], [-0.104, -1.726, 2.913], [-0.090, -2.891, 2.666], [2.841, 0.767, -1.992], [0.929, -1.615, 2.973], [0.775, -0.079, -0.594], [1.430, 0.967, 0.643], [0.064, 2.046, -1.739], [-1.466, 0.542, 2.850], [1.132, 1.520, -3.047], [-0.471, -1.567, 3.866], [2.969, 2.143, -1.060], [1.516, 2.913, -2.631], [2.461, -0.265, -0.069], [-1.241, -1.812, -1.672], [-2.839, -0.077, -2.457], [-2.397, 1.761, 0.869], [-0.111, -2.994, 0.407]], "lowdin_charge": [-0.048, -0.371, -0.308, -0.249, -0.012, -0.082, -0.058, -0.036, -0.095, -0.110, -0.073, 0.115, 0.034, 0.046, 0.049, 0.077, 0.098, 0.126, -0.005, 0.047, 0.094, 0.085, 0.034, 0.125, 0.195, 0.159, 0.162]}



Entry 3:
{"formula": "C9H19F6N5O17S2V", "method": "ωB97M-V with the def2-TZVPD basis set", "s_squared": 0.76, "charge": -2, "spin_multiplicity": 2, "energy_ev": -115549.778, "species": ["V", "S", "S", "F", "F", "F", "F", "F", "F", "O", "O", "O", "O", "O", "O", "O", "O", "O", "O", "O", "O", "O", "O", "O", "O", "O", "N", "N", "N", "N", "N", "C", "C", "C", "C", "C", "C", "C", "C", "C", "H", "H", "H", "H", "H", "H", "H", "H", "H", "H", "H", "H", "H", "H", "H", "H", "H", "H", "H"], "coordinates": [[2.292, 1.318, 1.230], [2.881, 3.228, 4.116], [1.327, 1.117, 4.284], [2.317, 4.882, 2.049], [-1.100, 0.962, 5.483], [-0.645, 2.840, 4.252], [4.057, 5.585, 3.373], [-1.009, 0.855, 3.410], [4.260, 3.925, 2.015], [2.682, 2.595, 0.310], [-1.153, -3.511, 0.224], [3.737, 0.524, 1.513], [1.035, -4.069, 3.438], [1.505, -0.280, -0.221], [-0.667, -0.825, -4.456], [0.601, -5.432, 1.901], [-0.848, 3.779, 0.348], [4.100, 2.609, 4.764], [-3.945, 1.324, -1.853], [-4.434, -0.564, -0.755], [1.044, -2.120, -4.137], [1.428, -0.094, 3.609], [2.043, 3.949, 5.040], [-1.394, -5.506, -0.662], [0.099, 0.966, 0.857], [1.751, 1.194, 5.639], [-4.513, 0.206, -1.770], [0.167, -1.642, -4.797], [1.107, -4.406, 2.232], [2.053, 2.251, 3.183], [-1.281, -4.280, -0.749], [0.150, -2.068, -6.297], [1.896, -3.531, 1.214], [-5.366, -0.285, -2.881], [-0.789, -0.262, -1.060], [-0.508, 1.515, 4.374], [0.352, 0.136, -0.059], [3.411, 4.579, 2.814], [-0.068, 4.544, -0.555], [-1.393, -3.732, -2.119], [1.319, -2.637, 0.976], [-1.589, 0.455, -1.247], [-0.689, 4.965, -1.345], [0.352, -1.115, -6.787], [2.862, -3.206, 1.601], [2.067, -4.058, 0.275], [-1.424, -1.072, -0.704], [1.012, -2.721, -6.435], [-0.372, 2.972, 0.559], [-4.912, 0.132, -3.779], [-0.710, -2.623, -6.672], [-0.379, -0.439, -2.055], [-2.234, -3.039, -2.164], [-6.342, 0.200, -2.850], [0.415, 5.343, 0.008], [0.744, 3.979, -1.013], [-5.364, -1.373, -2.814], [-1.596, -4.601, -2.745], [-0.344, -3.439, -2.110]], "lowdin_charge": [0.686, 0.631, 0.631, 0.094, 0.098, 0.138, 0.143, 0.174, 0.102, -0.498, 0.061, -0.568, 0.019, -0.048, 0.056, 0.029, -0.126, -0.338, 0.057, 0.026, 0.086, -0.262, -0.342, 0.034, -0.101, -0.286, -0.385, -0.431, -0.409, -0.337, -0.417, 0.051, 0.071, 0.024, 0.011, -0.667, -0.674, -0.619, -0.181, 0.039, 0.075, 0.048, 0.056, 0.089, 0.100, 0.082, 0.042, 0.080, 0.026, 0.092, 0.084, 0.041, 0.099, 0.096, 0.061, 0.065, 0.094, 0.089, 0.106]}



Entry 4:
{"formula": "C4H7NO", "method": "ωB97M-V with the def2-TZVPD basis set", "e_above_lowest_kcal_mol": 120.85, "energy_ev": -7794.404, "smiles": "O[C@H]1C[C@]12C=N2.[H][H]", "species": ["O", "N", "C", "C", "C", "C", "H", "H", "H", "H", "H", "H", "H"], "coordinates": [[1.654, 1.027, 0.212], [-1.026, -0.253, 1.232], [0.887, -1.328, -0.309], [-1.681, -0.599, 0.213], [0.914, 0.179, -0.607], [-0.289, -0.482, -0.060], [0.838, -2.013, -1.152], [-2.677, -0.935, -0.046], [-1.108, 2.458, -0.086], [1.427, -1.680, 0.567], [-1.213, 2.153, 0.583], [1.273, 0.984, 1.100], [1.000, 0.487, -1.648]], "lowdin_charge": [-0.022, 0.176, -0.032, -0.056, -0.309, -0.404, 0.102, 0.113, 0.055, 0.113, 0.034, 0.090, 0.142]}



Entry 5:
{"formula": "C5H11IOS", "method": "ωB97M-V with the def2-TZVPD basis set", "e_above_lowest_kcal_mol": 28.93, "energy_ev": -26344.014, "species": ["I", "S", "O", "C", "C", "C", "C", "C", "H", "H", "H", "H", "H", "H", "H", "H", "H", "H", "H"], "coordinates": [[2.064, -1.784, 1.608], [2.732, -4.019, 1.858], [-0.733, -1.166, -0.572], [0.395, 0.949, -0.505], [-0.661, 1.685, -1.354], [-1.382, -2.242, 0.067], [1.046, 1.896, 0.498], [-0.257, -0.197, 0.183], [-1.451, 2.076, -0.719], [-0.613, -0.099, 1.201], [1.155, 0.557, -1.188], [1.544, 2.702, -0.029], [-0.196, 2.515, -1.880], [-2.137, -1.887, 0.771], [-1.096, 1.005, -2.082], [-1.846, -2.842, -0.713], [0.298, 2.326, 1.156], [-0.645, -2.843, 0.608], [1.782, 1.367, 1.093]], "lowdin_charge": [0.390, -0.390, -0.119, -0.415, -0.054, -0.068, -0.074, -0.242, 0.084, 0.116, 0.145, 0.082, 0.081, 0.100, 0.078, 0.100, 0.085, 0.057, 0.046]}



Entry 6:
{"formula": "C5H10O2", "method": "ωB97M-V with the def2-TZVPD basis set", "e_above_lowest_kcal_mol": 64.40, "energy_ev": -9440.250, "smiles": "O=CCCCCO", "species": ["O", "O", "C", "C", "C", "C", "C", "H", "H", "H", "H", "H", "H", "H", "H", "H", "H"], "coordinates": [[-3.178, 1.128, -0.495], [1.434, 0.126, 1.946], [1.690, -0.589, 0.742], [-2.733, 0.013, -0.396], [1.202, 0.365, -0.350], [-0.229, 0.691, -0.582], [-1.279, -0.396, -0.679], [-0.929, -1.246, 0.119], [2.792, -0.620, 0.737], [-0.271, 1.308, -1.484], [-1.413, -0.981, -1.609], [2.167, 0.015, 2.556], [1.489, -0.234, -1.271], [-3.369, -0.619, 0.310], [-0.428, 1.400, 0.234], [1.895, 1.184, -0.506], [1.159, -1.544, 0.727]], "lowdin_charge": [0.040, -0.087, -0.252, -0.270, -0.223, -0.241, -0.156, 0.154, 0.123, 0.120, 0.117, 0.078, 0.126, 0.128, 0.124, 0.114, 0.104]}



Entry 7:
{"formula": "C4H6ClF", "method": "ωB97M-V with the def2-TZVPD basis set", "e_above_lowest_kcal_mol": 72.42, "energy_ev": -19481.601, "smiles": "FCC1(Cl)CC1", "species": ["Cl", "F", "C", "C", "C", "C", "H", "H", "H", "H", "H", "H"], "coordinates": [[1.726, -0.161, -0.060], [-1.024, -1.620, -0.402], [-0.833, -0.779, 0.737], [0.047, 0.263, 0.178], [-0.644, 1.638, 0.492], [-0.911, 0.967, -0.936], [-0.610, 1.810, -1.691], [-0.032, 2.515, 0.283], [-1.667, -0.168, 0.921], [-1.930, 0.144, -0.992], [-1.233, 1.698, 1.503], [-0.609, -1.215, 1.783]], "lowdin_charge": [0.643, -0.090, -0.242, -0.840, -0.146, -0.074, 0.126, 0.081, 0.063, 0.182, 0.132, 0.165]}



Entry 8:
{"formula": "C6H16N2", "method": "ωB97M-V with the def2-TZVPD basis set", "e_above_lowest_kcal_mol": 84.90, "energy_ev": -9458.393, "smiles": "CC(C)NC[C@H](C)N", "species": ["N", "N", "C", "C", "C", "C", "C", "C", "H", "H", "H", "H", "H", "H", "H", "H", "H", "H", "H", "H", "H", "H", "H", "H"], "coordinates": [[-1.599, 1.338, 1.098], [-0.806, -0.970, -0.190], [-1.132, 1.473, -0.263], [1.346, -1.308, 1.250], [0.328, -1.865, 0.223], [1.084, -2.376, -1.055], [-0.503, 3.024, -0.641], [-0.179, 0.323, -0.561], [-2.064, 1.414, -0.859], [-0.009, 0.320, -1.712], [1.402, -1.791, 2.379], [-1.299, 3.636, -0.008], [2.048, -1.822, -1.184], [-0.154, 3.204, -1.654], [0.551, 3.161, -0.308], [0.855, 0.466, -0.209], [-1.052, 1.553, 1.900], [2.285, -1.431, 0.986], [0.009, -2.901, 0.644], [0.665, -2.293, -2.029], [-1.423, -0.960, 0.728], [-2.533, 1.554, 1.271], [1.071, -0.232, 1.311], [1.110, -3.521, -1.118]], "lowdin_charge": [0.018, -0.052, -0.383, -0.084, -0.437, -0.095, -0.051, -0.258, 0.132, 0.142, 0.132, 0.098, 0.078, 0.038, 0.046, 0.094, 0.072, -0.009, 0.140, 0.040, 0.143, 0.048, 0.057, 0.091]}



Entry 9:
{"formula": "C5H8N2", "method": "ωB97M-V with the def2-TZVPD basis set", "e_above_lowest_kcal_mol": 83.38, "energy_ev": -8291.381, "smiles": "C/N=C1/[C@@H]2[C@H](C)N12", "species": ["N", "N", "C", "C", "C", "C", "C", "H", "H", "H", "H", "H", "H", "H", "H"], "coordinates": [[-0.002, -1.637, -1.155], [-0.805, 0.603, -0.292], [0.290, 1.451, 0.167], [-1.154, -2.087, -0.323], [0.347, 0.961, -1.230], [1.195, 0.987, 1.285], [0.065, -0.399, -0.974], [2.128, 1.558, 1.280], [0.113, 1.499, -2.136], [-1.698, -1.184, -0.063], [-1.873, -2.758, -0.803], [0.707, 1.143, 2.255], [-0.756, -2.564, 0.573], [1.429, -0.078, 1.194], [0.016, 2.505, 0.224]], "lowdin_charge": [0.074, 0.087, -0.308, -0.113, -0.063, -0.045, -0.331, 0.078, 0.128, 0.049, 0.073, 0.081, 0.074, 0.080, 0.137]}